1.
Density functional theory data (ωB97M-V with the def2-TZVPD basis set) for C35H34BF5O2 as an isolated structure in a non-equilibrium geometry.

```
77
Properties=species:S:1:pos:R:3:forces:R:3
F -0.099 -2.895 -5.805 0.186 0.610 0.367
C 0.192 -1.640 -5.340 -0.186 -0.308 -0.184
C 1.237 -0.950 -5.939 -0.435 0.261 0.601
C 1.500 0.339 -5.470 -0.505 -0.326 -0.012
C 0.701 0.910 -4.490 0.069 0.023 0.007
C -0.341 0.187 -3.904 -0.254 0.236 0.344
C -0.986 0.784 -2.644 -1.162 0.251 -1.585
C -2.345 0.226 -2.243 -0.037 0.697 0.571
C -3.180 0.881 -1.407 1.265 -0.289 -1.118
C -4.476 0.392 -0.985 -1.553 -0.488 0.269
C -4.962 -0.881 -1.377 -0.356 0.367 0.544
C -6.214 -1.290 -0.913 0.327 -0.330 -0.179
F -6.660 -2.547 -1.257 0.339 0.999 0.226
C -7.022 -0.500 -0.102 0.207 0.207 -0.126
C -6.570 0.786 0.219 0.113 -0.300 -0.107
C -5.324 1.228 -0.220 0.356 -0.331 -0.247
C -0.585 -1.123 -4.302 0.223 -0.267 -0.431
H 1.818 -1.403 -6.723 0.058 -0.126 -0.110
H 2.325 0.897 -5.870 0.241 0.153 -0.170
H 0.950 1.902 -4.101 -0.163 -0.287 -0.202
H -1.089 1.878 -2.775 0.246 -0.414 0.142
H -2.524 -0.811 -2.510 -0.264 0.205 -0.153
H -2.876 1.861 -1.022 -0.182 -0.159 -0.276
H -4.372 -1.532 -2.023 -0.310 0.092 0.281
H -7.982 -0.873 0.248 0.229 0.055 -0.124
H -7.192 1.442 0.827 0.118 -0.178 -0.168
H -4.986 2.244 -0.001 -0.106 -0.343 0.067
H -1.328 -1.772 -3.821 0.322 0.366 -0.363
C -1.151 2.426 1.950 -0.161 -0.092 0.042
C -0.214 1.615 2.845 -0.256 0.189 0.171
C 0.318 2.493 3.968 -0.121 -0.048 0.237
C -0.801 0.192 3.295 -0.238 0.110 0.314
C -0.110 -0.431 4.545 -0.289 0.177 -0.085
C -2.310 0.101 3.412 -0.127 0.282 0.227
O -0.395 -0.654 2.201 0.715 0.265 0.308
B 0.874 -0.128 2.019 0.194 0.009 -1.778
C 2.118 -1.010 1.813 0.624 -0.096 -1.198
C 3.407 -0.490 2.033 -0.177 -0.328 0.522
C 4.480 -1.360 2.213 -0.154 0.015 -0.242
C 4.269 -2.722 2.012 0.438 -0.127 0.065
C 5.388 -3.692 2.297 0.483 -0.456 0.107
F 5.004 -4.624 3.224 0.336 0.567 -0.679
F 5.774 -4.383 1.181 -0.303 0.406 0.787
F 6.508 -3.088 2.785 -0.790 -0.435 -0.321
C 3.055 -3.227 1.543 -0.055 0.176 -0.126
C 1.982 -2.351 1.406 0.308 -0.114 0.644
C -0.080 0.408 -1.554 2.168 -1.165 3.581
C 1.387 0.832 -1.550 -0.714 -0.228 -0.188
C 2.379 -0.064 -1.958 -0.437 0.158 -0.188
C 3.643 0.425 -2.255 0.032 0.327 0.291
C 3.904 1.790 -2.043 -0.119 -0.396 0.257
C 2.971 2.620 -1.409 0.216 -0.185 0.006
C 1.703 2.127 -1.147 -0.163 -0.251 -0.286
O 0.942 1.243 2.061 -0.076 -0.684 0.714
H -1.980 2.830 2.546 0.088 -0.105 -0.204
H -0.602 3.275 1.519 -0.051 -0.251 0.149
H -1.555 1.824 1.123 0.088 0.099 0.262
H -0.485 2.778 4.657 0.093 -0.047 -0.029
H 1.106 1.974 4.530 -0.221 0.177 -0.143
H 0.738 3.412 3.537 -0.066 -0.271 0.116
H -0.414 0.039 5.483 0.028 0.151 -0.087
H -0.407 -1.488 4.604 0.051 0.308 -0.142
H 0.989 -0.411 4.485 -0.290 0.113 -0.061
H -2.649 0.712 4.261 -0.042 -0.084 -0.233
H -2.804 0.443 2.493 0.130 -0.131 0.292
H -2.605 -0.939 3.609 0.137 0.270 -0.103
H 3.565 0.586 2.138 -0.228 -0.316 0.170
H 5.459 -0.989 2.523 -0.325 -0.155 -0.198
H 2.949 -4.293 1.323 0.070 0.403 0.034
H 1.026 -2.719 1.037 0.110 0.078 0.320
H -0.052 -0.702 -1.467 -0.295 0.452 -0.141
H -0.459 0.740 -0.568 -0.227 -0.028 -0.422
H 2.099 -1.123 -2.080 0.287 0.570 -0.180
H 4.414 -0.255 -2.627 -0.184 0.369 0.069
H 4.867 2.182 -2.320 0.265 0.121 0.038
H 3.225 3.632 -1.097 0.081 -0.188 -0.251
H 0.921 2.708 -0.646 0.379 0.013 -0.304
```
Positions in Å, forces in eV/Å.

Values from the calculation:
DFT total energy: -2028.87123 a.u.
ΔE to the lowest compared entry with this formula, charge and spin: 0.000 eV



2.
Density functional theory data (ωB97M-V with the def2-TZVPD basis set) for C14H12BrNO2 as an isolated structure in a non-equilibrium geometry.

```
30
Properties=species:S:1:pos:R:3:forces:R:3
C -1.237 -1.793 -3.036 -4.031 0.497 -2.439
C -1.524 -1.587 -1.694 -2.023 1.629 3.504
C -1.692 -2.562 -0.855 -0.572 -9.900 1.175
C -2.182 -2.486 0.458 2.226 -7.037 -3.470
C -2.418 -1.356 0.839 -3.765 11.818 10.715
C -2.301 -0.190 0.177 -0.251 2.813 0.170
C -1.978 -0.424 -1.034 3.381 4.861 -10.914
H -1.799 0.580 -1.973 -0.896 -2.565 3.232
O -2.521 1.202 0.527 0.524 -1.120 1.370
C -1.548 2.125 0.446 -6.267 8.838 1.270
O -1.952 3.501 0.737 2.684 -8.854 -1.540
C -0.322 1.910 -0.140 1.189 -10.838 6.858
C 0.528 0.560 0.364 -3.768 6.006 -0.690
C 1.787 0.589 -0.005 2.149 -3.253 -1.635
C 2.261 1.317 -1.162 2.441 -0.597 3.131
N 1.518 2.329 -1.372 11.281 -0.726 -6.811
C 0.421 2.441 -0.964 -9.940 11.179 -2.697
H -0.171 3.404 -1.347 1.188 -1.206 0.225
H 3.355 1.277 -1.525 -2.034 -0.169 0.403
Br 2.757 -0.919 0.712 0.531 0.217 -0.146
H 0.061 0.111 1.170 -0.241 -1.554 1.322
C -2.962 -0.841 2.569 6.244 9.787 -4.710
H -3.727 -0.179 2.507 -2.480 1.468 -0.297
H -2.109 -0.378 3.130 -0.635 -0.667 -0.693
H -3.066 -1.703 2.674 -2.601 -13.167 3.549
H -2.292 -3.281 1.126 -0.080 -1.580 0.468
H -1.676 -3.841 -1.192 0.562 3.998 0.523
H -0.527 -2.439 -3.235 3.550 -3.535 -0.583
H -0.942 -0.926 -3.438 1.128 3.465 -1.886
H -2.131 -2.108 -3.636 0.508 0.191 0.598
```
Positions in Å, forces in eV/Å.

Values from the calculation:
DFT total energy: -3319.44398 a.u.
ΔE to the lowest compared entry with this formula, charge and spin: 13.914 eV



3.
Density functional theory data (ωB97M-V with the def2-TZVPD basis set) for C14H42B2F8KO7 as an isolated structure in a non-equilibrium geometry.

```
74
Properties=species:S:1:pos:R:3:forces:R:3
K 2.546 -17.608 27.417 -0.406 0.414 -0.256
B 0.505 -17.410 22.826 -0.713 1.324 -0.824
F 0.638 -16.544 23.850 0.680 2.298 2.754
F 0.810 -16.746 21.652 0.489 0.482 -1.523
F 1.391 -18.397 23.034 1.441 -2.739 0.155
F -0.816 -17.745 22.811 -1.654 -1.449 -0.352
B 0.189 -13.595 29.691 -0.361 -0.628 1.242
F -1.078 -13.151 29.500 -2.083 0.025 -0.010
F 0.798 -13.745 28.521 1.764 -0.658 -3.613
F 0.857 -12.663 30.406 1.333 1.498 1.769
F 0.275 -14.860 30.338 -0.367 -0.543 0.531
C -6.097 -20.693 22.059 0.240 0.494 -0.908
C -6.057 -19.977 23.396 -1.280 -1.086 -1.565
O -4.804 -20.218 23.963 -0.165 0.393 0.732
H -5.812 -21.742 22.142 0.017 0.075 0.121
H -5.389 -20.172 21.414 0.181 -0.294 -0.350
H -7.065 -20.624 21.563 -0.173 -0.002 0.084
H -6.918 -20.435 23.881 0.488 0.229 1.288
H -6.286 -18.928 23.208 0.130 0.238 0.400
H -4.228 -19.652 23.445 0.607 -0.036 0.212
C 6.594 -18.147 18.635 0.120 1.084 0.038
C 5.225 -17.814 19.230 -0.854 -1.097 -1.178
O 5.251 -16.926 20.294 0.835 0.399 1.184
H 7.063 -18.933 19.227 0.070 -0.006 -0.172
H 7.255 -17.280 18.632 0.013 0.182 0.342
H 6.572 -18.407 17.577 -0.422 -0.448 0.123
H 4.822 -18.793 19.490 -0.249 -0.200 0.571
H 4.448 -17.421 18.575 0.503 -0.031 -1.038
H 4.338 -16.734 20.520 -0.083 0.081 0.212
C -0.109 -19.652 17.088 -0.583 0.062 0.184
C 0.226 -19.310 15.635 -0.743 0.697 0.066
O 1.228 -20.131 15.104 0.602 -0.866 -0.279
H -0.735 -20.537 17.201 0.410 -0.541 -0.550
H -0.783 -18.957 17.588 0.298 0.750 -0.352
H 0.745 -19.771 17.755 0.212 0.085 -0.349
H 0.554 -18.298 15.397 -0.001 0.604 1.108
H -0.626 -19.388 14.960 -0.759 -0.326 0.417
H 1.208 -19.860 14.183 0.575 -0.459 -0.226
C 3.141 -11.847 23.516 0.241 0.729 -0.457
C 1.613 -11.583 23.446 1.751 -0.637 0.767
O 1.090 -11.970 22.210 -0.475 -0.081 -0.295
H 3.441 -12.823 23.134 -0.598 -0.390 0.077
H 3.501 -11.811 24.545 -0.003 0.233 0.027
H 3.735 -11.184 22.886 -0.050 0.432 0.132
H 1.306 -10.551 23.611 0.348 0.007 -0.009
H 1.317 -12.169 24.316 -1.161 -0.155 -0.160
H 1.287 -12.901 22.085 -0.099 -0.200 -0.071
C 1.920 -24.218 22.378 -0.014 -0.353 0.124
C 0.526 -23.682 22.059 1.053 -1.219 -0.469
O 0.156 -22.805 23.060 -0.402 0.994 0.616
H 2.491 -23.324 22.627 0.430 -0.270 0.170
H 2.433 -24.774 21.594 -0.188 0.224 -0.399
H 1.881 -24.919 23.212 0.037 0.319 0.335
H -0.208 -24.489 22.063 -0.071 0.097 -0.513
H 0.630 -23.144 21.117 -0.626 -0.272 -0.414
H 0.631 -22.004 22.824 -0.220 0.545 0.561
C 7.174 -21.393 24.452 -1.068 0.502 -0.667
C 7.285 -19.897 24.202 0.852 0.587 1.555
O 6.121 -19.114 24.578 0.553 -0.782 -0.813
H 6.611 -21.749 23.589 0.182 -0.814 0.132
H 6.580 -21.609 25.340 0.018 0.192 0.069
H 8.146 -21.869 24.582 -0.051 0.052 -0.357
H 7.565 -19.631 23.182 -0.038 -0.383 -0.121
H 8.097 -19.546 24.838 0.224 0.270 0.001
H 6.019 -18.599 23.774 -0.754 0.426 0.226
C -5.463 -13.574 25.092 1.370 -0.686 -0.236
C -3.946 -13.622 24.744 -0.801 -0.498 -0.654
O -3.220 -14.526 25.544 -0.143 0.098 0.706
H -5.953 -13.017 24.293 -0.166 0.318 0.340
H -5.646 -13.206 26.102 -0.045 0.316 -0.203
H -5.848 -14.592 25.047 -0.016 -0.077 0.033
H -3.504 -12.626 24.723 0.021 0.191 0.275
H -3.841 -14.044 23.744 -0.402 0.439 -0.523
H -2.447 -14.766 25.026 0.203 -0.159 0.224
```
Positions in Å, forces in eV/Å.

Values from the calculation:
DFT total energy: -2534.25166 a.u.
charge: -1
ΔE to the lowest compared entry with this formula, charge and spin: 5.446 eV



4.
Density functional theory data (ωB97M-V with the def2-TZVPD basis set) for a 3-piece molecular cluster, C15H16ClF2 overall in a non-equilibrium geometry.

```
34
Properties=species:S:1:pos:R:3:forces:R:3
C -3.862 0.102 -0.646 -0.685 0.445 0.633
C -3.698 -0.181 0.888 0.998 -1.502 -1.348
C -2.836 -1.473 1.110 -1.533 0.609 1.088
Cl -1.082 -0.981 0.779 0.177 -0.232 -0.545
H -4.604 -0.595 -1.065 0.148 0.150 0.117
H -2.933 -0.061 -1.201 0.012 0.248 0.243
H -4.245 1.131 -0.801 0.200 -0.277 -0.297
H -3.241 0.683 1.384 -0.276 -0.129 0.127
H -4.686 -0.435 1.297 0.135 0.412 0.116
H -3.200 -2.180 0.339 0.785 0.155 -0.130
F -0.751 3.857 0.596 -0.041 0.078 -0.061
C 0.088 3.383 1.536 0.391 -0.253 0.434
C 0.178 2.017 1.738 -0.233 -0.003 -0.305
C 1.049 1.537 2.705 0.092 0.253 0.080
C 1.810 2.422 3.463 0.016 -0.021 0.007
C 1.704 3.791 3.249 -0.053 -0.190 -0.052
C 0.841 4.278 2.276 -0.071 0.218 -0.083
H -0.426 1.334 1.147 0.061 0.083 0.098
H 1.131 0.470 2.868 -0.104 -0.013 -0.057
H 2.485 2.043 4.220 -0.010 0.014 -0.007
H 2.293 4.480 3.841 -0.007 0.020 -0.026
H 0.751 5.340 2.089 -0.033 -0.020 -0.009
F 4.066 -4.239 -2.763 0.062 -0.042 -0.020
C 2.999 -3.408 -2.707 -0.426 0.323 0.060
C 2.370 -3.194 -1.494 0.128 -0.091 0.019
C 1.278 -2.337 -1.437 0.117 -0.048 -0.074
C 0.824 -1.714 -2.593 -0.035 0.049 -0.090
C 1.464 -1.943 -3.805 0.011 -0.062 0.260
C 2.563 -2.792 -3.865 0.155 -0.088 -0.182
H 2.733 -3.695 -0.605 0.014 0.002 -0.018
H 0.776 -2.152 -0.495 -0.041 -0.023 -0.076
H -0.030 -1.051 -2.544 0.002 -0.026 0.080
H 1.108 -1.460 -4.706 0.032 -0.007 -0.011
H 3.080 -2.976 -4.798 0.010 -0.032 0.028
```
Positions in Å, forces in eV/Å.

Values from the calculation:
DFT total energy: -1241.05806 a.u.
charge: -1
ΔE to the lowest compared entry with this formula, charge and spin: 0.208 eV